# 1
17
Properties=species:S:1:pos:R:3:forces:R:3 method="wB97M-V/def2-TZVPD" fmax_ha_per_bohr=0.1031 spin_multiplicity=6 e_lumo_ev="-9.47 / -9.69" gap_ev="7.86 / 8.33" charge=+2
C 1.486 0.599 1.044 -1.76 -0.60 0.03
C 1.160 -0.053 -0.312 0.12 1.22 0.05
C -0.293 -0.367 -0.461 1.01 -1.73 -1.29
C -0.877 -1.439 0.328 -1.65 0.39 1.10
O -2.089 -1.695 0.301 1.38 0.04 -0.12
O 2.815 0.940 1.162 -0.81 0.27 0.50
Cr 4.362 0.719 0.483 1.82 0.00 -0.47
Li -3.567 -0.706 -0.340 -0.05 0.21 0.01
H 1.196 -0.108 1.847 0.34 0.41 -0.07
H 0.834 1.487 1.163 0.57 -0.17 0.11
H 1.768 -0.962 -0.438 -0.26 -0.10 -0.03
H 1.454 0.654 -1.106 -0.05 -0.29 0.16
H -0.633 -0.486 -1.501 -0.05 0.56 0.17
H -0.219 -1.972 1.039 -0.19 -0.12 -0.25
O -2.800 1.010 -0.811 4.50 -0.97 0.28
H -3.033 1.499 -1.613 0.33 0.16 0.02
H -1.565 0.879 -0.786 -5.25 0.73 -0.21

---

# 2
16
Properties=species:S:1:pos:R:3:forces:R:3 method="wB97M-V/def2-TZVPD" fmax_ha_per_bohr=0.0731 spin_multiplicity=4 e_lumo_ev="-6.61 / -5.44" gap_ev="8.06 / 9.70" charge=+1
O -1.769 1.164 0.951 2.52 2.52 1.20
Cr 0.038 1.163 1.542 -0.39 -0.33 -1.37
O 0.096 -0.714 0.765 -2.60 1.52 0.09
C 1.288 -0.764 -0.018 1.08 -0.68 -0.74
C 1.896 0.621 -0.255 0.44 -0.68 -1.61
O 1.744 1.498 0.814 -2.87 -0.25 1.53
H 1.063 -1.256 -0.978 0.20 0.12 0.34
H 2.002 -1.386 0.546 -0.40 0.09 -0.11
H 1.447 1.042 -1.181 0.28 0.11 0.41
H 2.976 0.462 -0.449 -0.46 0.23 -0.02
C -1.901 0.529 -0.283 0.33 -1.82 0.92
C -1.355 -0.828 0.115 0.89 -2.01 -1.38
H -1.345 0.964 -1.134 -0.15 0.13 0.44
H -2.963 0.421 -0.570 0.35 0.13 0.11
H -1.338 -1.509 -0.749 0.80 0.04 0.16
H -1.881 -1.407 0.884 -0.03 0.88 0.03

---

# 3
16
Properties=species:S:1:pos:R:3:forces:R:3 method="wB97M-V/def2-TZVPD" fmax_ha_per_bohr=0.0520 e_lumo_ev=-3.32 gap_ev=10.46 charge=+1
Cs 3.299 2.883 1.952 -0.03 0.07 -0.04
C -0.263 -1.522 -0.037 0.67 0.61 -0.22
C -1.398 -0.597 -0.487 -1.02 -0.47 0.15
C -1.101 0.804 0.059 0.13 0.14 0.80
S 0.679 0.954 0.220 -1.45 -1.59 -1.59
O 0.999 1.037 1.632 0.66 0.35 0.14
O 1.157 1.936 -0.727 0.79 0.39 0.64
C 0.975 -0.721 -0.422 0.65 0.77 0.28
H -0.173 -2.475 -0.553 -0.53 -0.09 0.04
H -0.346 -1.683 1.038 0.21 -0.13 0.01
H -2.344 -0.970 -0.084 0.06 0.23 0.10
H -1.567 -0.609 -1.563 0.45 0.16 -0.09
H -1.399 0.908 1.106 -0.41 -0.07 -0.16
H -1.455 1.662 -0.504 -0.10 -0.13 -0.17
H 1.973 -1.049 -0.128 -0.22 -0.18 0.17
H 0.963 -0.556 -1.501 0.13 -0.07 -0.05

---

# 4
17
Properties=species:S:1:pos:R:3:forces:R:3 method="wB97M-V/def2-TZVPD" fmax_ha_per_bohr=0.1122 spin_multiplicity=3 e_lumo_ev="-9.00 / -11.21" gap_ev="8.53 / 6.99" charge=+2
C 1.561 0.558 1.067 -1.55 -0.76 0.90
C 1.219 -0.106 -0.285 0.68 1.21 -0.37
C -0.230 -0.404 -0.416 0.36 -1.46 -1.10
C -0.850 -1.461 0.338 -1.16 0.16 0.97
O -2.067 -1.702 0.275 1.17 0.18 -0.17
O 2.892 0.891 1.166 -4.64 0.85 2.10
Cu 4.290 0.661 0.445 5.21 -0.67 -2.38
Li -3.516 -0.699 -0.398 -0.15 0.03 0.06
H 1.279 -0.144 1.875 0.29 0.34 -0.17
H 0.912 1.448 1.184 0.58 -0.02 -0.10
H 1.821 -1.017 -0.409 -0.21 -0.07 0.01
H 1.510 0.601 -1.081 -0.06 -0.35 0.16
H -0.654 -0.340 -1.428 0.04 0.51 0.35
H -0.220 -2.024 1.052 -0.22 -0.05 -0.19
O -2.906 1.050 -0.878 4.05 -0.19 0.12
H -3.230 1.559 -1.631 0.14 0.24 -0.03
H -1.812 1.128 -0.877 -4.54 0.03 -0.16

---

# 5
14
Properties=species:S:1:pos:R:3:forces:R:3 method="wB97M-V/def2-TZVPD" fmax_ha_per_bohr=0.0547 e_lumo_ev=1.19 gap_ev=12.49 smiles=FCCCCF charge=0
C -1.730 -0.719 -0.204 -0.35 0.57 1.00
C -0.374 -0.413 0.377 -2.19 -0.67 1.63
C 0.291 0.756 -0.198 2.04 1.09 0.45
C 1.824 0.523 0.080 -2.55 -0.14 0.94
H -1.577 -1.001 -1.233 -0.47 -0.50 -0.39
H -2.231 -1.478 0.466 0.14 0.75 -1.19
H -0.507 -0.323 1.471 0.22 0.21 -0.28
H 0.198 -1.305 0.239 0.42 -0.60 -0.20
H -0.048 1.716 0.233 0.15 -0.47 -0.15
H 0.135 0.814 -1.274 0.16 0.00 -0.14
H 2.079 0.370 1.139 -0.28 0.84 -0.09
H 2.361 1.283 -0.396 1.33 1.00 -0.60
F -2.521 0.475 -0.248 0.39 -0.97 0.23
F 2.099 -0.699 -0.451 1.01 -1.11 -1.21

---

# 6
16
Properties=species:S:1:pos:R:3:forces:R:3 method="wB97M-V/def2-TZVPD" fmax_ha_per_bohr=0.1126 e_lumo_ev=0.44 gap_ev=9.51 charge=0
C 2.080 -0.876 0.093 -0.92 1.48 -4.15
C -0.322 -0.392 -0.524 0.11 -0.57 -1.16
C -0.466 1.869 0.053 -0.48 3.31 2.54
C -1.653 -0.860 0.088 -0.13 0.40 2.96
H 2.606 -1.259 0.941 -0.27 0.44 0.97
H 2.533 0.178 -0.371 -1.16 -2.83 1.52
H 2.293 -1.725 -0.718 -1.03 1.84 1.34
H -0.203 -1.155 -1.324 -0.03 1.25 -0.89
H -0.912 1.331 1.457 1.89 2.32 -4.60
H -1.558 2.629 -0.660 3.42 -1.69 2.61
H 1.087 2.635 0.236 -3.93 -1.13 -0.26
H -1.279 -1.838 0.693 -1.97 1.67 -1.92
O 0.603 -0.667 0.390 4.08 -2.40 3.34
O -0.105 0.942 -0.842 -1.15 -1.21 -2.28
F -2.782 -0.865 -0.761 2.70 -0.16 2.08
F -1.924 0.054 1.248 -1.12 -2.71 -2.10

---

# 7
22
Properties=species:S:1:pos:R:3:forces:R:3 method="wB97M-V/def2-TZVPD" fmax_ha_per_bohr=0.0880 spin_multiplicity=4 e_lumo_ev="-5.05 / -5.33" gap_ev="7.26 / 7.15" charge=+1
O -0.109 -0.508 1.287 -3.54 2.54 -1.22
O 1.871 -1.051 1.828 0.26 -1.82 -0.69
C 2.747 -0.811 0.812 0.29 1.39 1.04
O 2.160 -1.425 -0.367 0.47 -0.59 -0.92
C 2.632 -1.038 -1.644 0.02 0.56 -0.60
V 0.605 -2.063 0.551 0.03 -0.06 1.39
H 3.746 -1.257 0.959 -0.23 0.08 0.00
H 2.810 0.274 0.612 0.21 -0.23 -0.16
H 2.214 -1.745 -2.367 0.48 0.02 0.10
H 2.250 -0.042 -1.910 0.15 -0.12 0.21
H 3.731 -1.007 -1.625 -0.37 -0.24 -0.23
S -1.397 0.611 0.335 3.34 0.12 0.79
O -0.546 1.753 0.032 -1.61 -1.06 0.46
O -2.898 0.950 0.701 1.49 -0.58 -0.56
C -1.704 -0.239 -1.315 -0.53 0.36 -0.20
F -1.612 0.632 -2.287 0.06 0.02 0.15
F -0.720 -1.146 -1.453 0.08 -0.33 -0.08
F -2.870 -0.833 -1.337 -0.07 -0.29 0.06
C -3.168 2.036 1.622 -0.47 0.77 1.05
H -3.814 2.734 1.082 -0.11 -0.37 0.27
H -2.314 2.616 1.986 0.33 -0.48 -0.53
H -3.614 1.559 2.499 -0.28 0.31 -0.35

---

# 8
35
Properties=species:S:1:pos:R:3:forces:R:3 method="wB97M-V/def2-TZVPD" fmax_ha_per_bohr=0.2632 e_lumo_ev=-1.22 gap_ev=9.83 charge=0
Li -0.764 -1.270 0.293 0.66 1.67 1.17
Li -1.442 -3.088 -1.258 -0.02 -0.30 -0.59
N -1.786 -2.817 0.634 -3.72 0.07 2.13
S -3.360 -2.586 1.359 -5.47 3.15 -0.86
O -3.378 -1.711 2.523 0.47 -1.93 -2.28
O -4.325 -3.694 1.189 3.27 2.25 0.55
F -3.816 -1.553 0.178 0.59 -0.82 0.43
S -1.471 -3.892 1.752 4.84 -6.50 5.31
O -1.550 -5.276 1.299 -0.72 2.39 -0.19
O -1.715 -3.701 3.216 -0.72 0.44 -4.35
F 0.074 -3.642 1.753 1.15 0.50 -0.60
N -0.341 -1.337 -1.577 -6.99 1.47 0.94
S -1.148 -0.007 -2.349 -3.83 3.27 -1.79
O -2.031 -0.468 -3.421 1.89 0.13 2.73
O -0.442 1.251 -2.532 -0.05 -2.77 0.08
F -2.079 0.469 -1.116 0.29 -1.62 -0.52
S 0.993 -1.052 -2.115 13.13 0.55 -3.24
O 1.865 -0.049 -1.432 -2.89 -2.40 -1.64
O 1.105 -1.183 -3.570 -0.90 0.84 2.38
F 1.688 -2.429 -1.636 -0.66 0.21 0.30
C 1.766 3.154 -0.693 -0.43 0.77 -0.41
C 2.853 2.905 0.345 -0.28 0.10 0.58
C 2.409 1.746 1.249 0.42 -1.37 0.14
S 0.595 1.756 1.325 -0.59 2.25 -0.89
O 0.059 2.367 2.542 0.71 -1.57 -0.83
O 0.049 0.513 0.757 0.11 -0.05 1.04
C 0.432 3.050 0.035 -0.24 -0.82 0.05
H 1.923 2.609 -1.625 -0.48 -0.46 0.34
H 1.731 4.208 -0.969 0.71 0.07 -0.30
H 2.920 3.826 0.925 0.40 -0.10 0.20
H 3.810 2.663 -0.118 -0.03 0.14 0.15
H 2.847 1.610 2.238 -0.26 0.96 0.29
H 2.724 0.792 0.826 -0.52 -0.05 -0.63
H 0.256 3.997 0.546 -0.03 -0.25 0.37
H -0.450 2.841 -0.571 0.19 -0.21 -0.04